Record 1
Density functional theory data (wB97M-V/def2-TZVPD) for C9H19ISi as an isolated structure at a distorted geometry.

The geometry in XYZ format:
```
30
Properties=species:S:1:pos:R:3:lowdin_charge:R:1
C 1.3182 0.8674 -0.9787 -0.062
C -1.7190 0.3192 0.4395 -0.690
C 1.5726 1.7639 1.4080 -0.104
C 2.7979 0.7682 -0.4316 -0.092
C 2.0817 3.4187 -0.2641 -0.046
C -2.5786 -2.1165 1.4789 -0.232
C 0.0395 -2.1253 -0.2014 -0.223
C -2.8327 -2.2467 -1.5287 -0.216
C 1.9463 1.9156 -0.0290 -0.571
Si -1.7353 -1.5154 -0.1527 0.283
I -3.3939 1.3159 -0.1937 0.769
H 1.1547 0.9771 -1.9948 0.067
H 1.2946 0.5818 1.6310 0.118
H 0.5926 2.2466 1.5944 0.070
H 2.4667 2.1149 2.0871 0.120
H 0.4792 0.2895 -0.4697 0.025
H 3.6000 0.9716 -1.0214 0.050
H 3.1032 -0.1382 0.2651 0.139
H 2.4289 3.7074 -1.2462 0.068
H 2.6664 3.9303 0.5055 0.077
H 1.0637 3.8456 -0.2755 0.086
H -2.8710 -3.2750 1.2552 0.075
H -1.9968 -2.1077 2.4129 0.015
H -3.5638 -1.6972 1.8868 0.042
H 0.6588 -1.7130 0.7415 0.084
H 0.0848 -3.2465 -0.3183 0.045
H 0.4372 -1.6780 -1.1372 0.016
H -3.6365 -3.0088 -1.0901 0.079
H -3.2537 -1.4055 -2.0999 -0.006
H -2.2057 -2.7595 -2.2730 0.016
```

Its total energy is -25613.7155 eV. As for the frontier orbital gap (alpha / beta): 0.2607 / 0.2606 Eh. The relative energy (zero: lowest compared OMol25 entry of this formula, charge and spin) comes out at 467.4 kJ/mol.

***

Record 2
Density functional theory data (wB97M-V/def2-TZVPD) for C9H19InNO as an isolated structure at a distorted geometry.

The geometry in XYZ format:
```
31
Properties=species:S:1:pos:R:3:lowdin_charge:R:1
In 3.6215 -2.5401 -0.5433 1.164
C 0.5119 0.9928 1.9076 0.102
C 0.3173 -0.3672 1.1556 -0.383
C -1.1521 -0.7975 1.3016 -0.114
C -2.1442 -0.1059 0.3841 -0.098
C -1.5878 -0.2888 -1.0479 -0.084
C -0.1793 0.3367 -1.2916 -0.349
N 0.7444 -0.1980 -0.2731 0.162
O 2.0576 0.1202 -0.4938 0.008
C 0.3561 -0.2056 -2.7130 0.083
C -0.2779 1.8947 -1.1849 0.099
C 1.1330 -1.4709 1.8457 0.003
H 0.7426 0.8599 2.9645 0.151
H -0.2526 1.7029 1.5921 0.115
H 1.3827 1.5002 1.4925 0.094
H -1.2844 -1.8770 1.2288 0.161
H -1.5078 -0.5943 2.3117 0.168
H -2.1909 0.9440 0.6732 0.133
H -3.1130 -0.5888 0.5116 0.155
H -2.3270 0.1142 -1.7403 0.156
H -1.5448 -1.3370 -1.3438 0.149
H 0.3660 -1.2888 -2.8346 0.110
H -0.3453 0.1980 -3.4433 0.130
H 1.3333 0.2506 -2.8712 0.102
H 0.3024 2.3429 -0.3784 0.095
H 0.0414 2.3361 -2.1290 0.129
H -1.2824 2.3083 -1.0964 0.138
H 2.0734 -1.0016 2.1347 0.103
H 1.3761 -2.3011 1.1825 0.027
H 0.5887 -1.8650 2.7039 0.137
H 2.2410 0.9263 -0.0056 0.153
```

Its charge is +3. Its total energy is -18315.2373 eV. As for the frontier orbital gap: 0.1971 Eh. The relative energy (zero: lowest compared OMol25 entry of this formula, charge and spin) comes out at 78.4 kJ/mol.

***

Record 3
Density functional theory data (wB97M-V/def2-TZVPD) for C9H19N in the gas phase at a distorted geometry.

The geometry in XYZ format:
```
29
Properties=species:S:1:pos:R:3:lowdin_charge:R:1
C 0.9636 -1.9848 -0.4706 -0.087
C 1.1835 -0.4812 -0.5807 -0.306
C 1.1140 0.0035 -2.0221 -0.093
C 0.5051 0.5034 0.8103 -0.407
C 0.8210 1.9599 0.4815 -0.071
C 1.1673 0.0978 2.1240 -0.057
C -0.9333 0.0633 0.7352 -0.401
C -2.0100 1.0560 0.9456 0.045
N -1.5028 0.3350 -0.5642 -0.030
C -2.4462 -0.6598 -1.0531 -0.136
H 1.0129 -2.3346 0.5633 0.068
H 1.7524 -2.5220 -1.0111 0.080
H 0.0052 -2.2920 -0.8965 0.067
H 2.2104 -0.2870 -0.2504 0.104
H 1.9005 -0.4810 -2.6153 0.079
H 0.1738 -0.2540 -2.5130 0.060
H 1.2828 1.0794 -2.1010 0.068
H 1.8961 2.0837 0.3082 0.088
H 0.2973 2.3000 -0.4142 0.077
H 0.5412 2.6286 1.3023 0.080
H 0.8702 0.7648 2.9412 0.086
H 0.9088 -0.9212 2.4230 0.072
H 2.2583 0.1536 2.0329 0.085
H -1.0953 -0.9298 1.1591 0.140
H -2.9338 0.7549 1.4258 0.087
H -1.8330 2.1207 0.8897 0.079
H -2.0656 -1.0640 -1.9970 0.068
H -3.4106 -0.1994 -1.2896 0.076
H -2.6336 -1.4940 -0.3635 0.080
```

Its total energy is -11128.7843 eV. As for the frontier orbital gap: 0.3585 Eh. The relative energy (zero: lowest compared OMol25 entry of this formula, charge and spin) comes out at 211.6 kJ/mol.

***

Record 4
Density functional theory data (wB97M-V/def2-TZVPD) for an isolated ion of composition C9H19N2 and charge +1 at a distorted geometry.

The geometry in XYZ format:
```
30
Properties=species:S:1:pos:R:3:lowdin_charge:R:1
C -2.0427 -1.3718 1.1067 -0.041
N -0.8473 -0.6373 0.5821 -0.153
C 0.0641 -1.6143 -0.0826 -0.120
C 0.9866 -0.7088 -0.9248 -0.253
C 2.4638 -0.7587 -0.4025 -0.134
C 2.4304 0.0701 0.8625 -0.115
N 1.4885 1.1872 0.5004 0.124
C 0.6192 0.7406 -0.6168 -0.167
C -0.9605 0.5768 -0.2521 -0.525
C -1.4405 1.7220 0.6161 -0.053
C -1.7303 0.4931 -1.5535 -0.012
H -1.7197 -2.2098 1.6176 0.051
H -2.6911 -0.6671 1.8432 0.140
H -2.6791 -1.6876 0.3035 0.071
H -0.4516 -2.1644 -0.8014 0.098
H 0.6930 -2.1819 0.7240 0.161
H 0.9006 -0.9356 -2.0225 0.159
H 3.1115 -0.3715 -1.3176 0.161
H 2.8908 -1.8119 0.0094 0.173
H 2.0637 -0.4400 1.7163 0.117
H 3.4587 0.5656 1.0619 0.168
H 0.7840 1.5302 1.2320 0.189
H 2.1757 1.8079 0.1804 0.153
H 0.6985 1.2271 -1.5801 0.159
H -2.5962 1.8108 0.6497 0.126
H -1.0458 2.7675 0.4269 0.105
H -1.0101 1.6015 1.6486 0.086
H -2.8339 0.3855 -1.2482 0.124
H -1.1750 -0.3360 -2.1145 0.105
H -1.6054 1.4107 -2.1646 0.102
```

Its charge is +1. Its total energy is -12613.0772 eV. As for the frontier orbital gap: 0.3433 Eh. The relative energy (zero: lowest compared OMol25 entry of this formula, charge and spin) comes out at 267.3 kJ/mol.

***

Record 5
Density functional theory data (wB97M-V/def2-TZVPD) for C9H19N2O3P as an isolated structure at a distorted geometry.

The geometry in XYZ format:
```
34
Properties=species:S:1:pos:R:3:lowdin_charge:R:1
C 0.1008 -1.8087 0.0040 -0.110
C -1.3737 -1.4457 0.1278 -0.295
C -1.3545 0.0310 0.1237 -0.258
C -1.9090 -1.9389 1.4780 -0.053
C -2.0015 2.3044 -0.0708 -0.063
C -2.9847 0.6565 -1.6233 -0.062
C 2.5306 2.0049 1.4062 -0.077
C 4.2700 -1.1369 -0.7988 -0.127
C -2.5298 0.8809 -0.2197 -0.392
N 0.6865 -0.5566 0.5283 -0.144
N -0.1827 0.4753 0.3512 0.059
O 1.7801 -0.0124 -1.8595 -0.240
O 2.2314 1.5507 0.0961 -0.230
O 3.2640 -0.7253 0.1021 -0.243
P 1.9397 0.1043 -0.4038 0.451
H 0.2338 -2.5889 0.7412 0.109
H 0.4014 -2.1368 -0.9839 0.121
H -2.0037 -1.8094 -0.6407 0.127
H -3.0245 -1.8199 1.5360 0.092
H -1.3014 -1.4562 2.3365 0.125
H -1.8152 -3.0164 1.5270 0.065
H -2.8247 3.0554 -0.4402 0.116
H -1.1575 2.1990 -0.8065 0.101
H -1.6935 2.4709 0.9408 0.066
H -2.2643 0.4191 -2.3133 0.053
H -3.5122 1.5591 -1.9400 0.080
H -3.7301 -0.2711 -1.6318 0.128
H 2.4202 3.0915 1.5206 0.099
H 3.5189 1.6010 1.5015 0.076
H 1.9179 1.4649 2.1326 0.084
H 5.1696 -1.1984 -0.2324 0.072
H 4.4254 -0.4703 -1.6547 0.090
H 4.0870 -2.1314 -1.2006 0.084
H -3.3145 0.6542 0.3663 0.098
```

Its total energy is -28052.6591 eV. As for the frontier orbital gap: 0.3614 Eh. The relative energy (zero: lowest compared OMol25 entry of this formula, charge and spin) comes out at 72.2 kJ/mol.

***

Record 6
Density functional theory data (wB97M-V/def2-TZVPD) for C9H19N2P in the gas phase at a distorted geometry.

The geometry in XYZ format:
```
31
Properties=species:S:1:pos:R:3:lowdin_charge:R:1
C 1.1042 1.6894 -0.1499 -0.355
C 0.6163 2.8224 0.3470 0.039
C 2.4318 1.2176 0.4326 -0.191
C 0.4168 0.8608 -0.9755 -0.025
C -3.9709 -0.4089 1.1839 -0.168
C 1.7209 -3.4152 -0.5644 -0.275
C -1.0895 0.7674 -1.0376 -0.213
C -3.0721 0.5903 0.5034 -0.298
C -1.6494 0.0907 0.1104 -0.245
N 3.1426 0.1792 -0.1579 -0.144
N 2.5516 -1.0319 -0.1813 -0.327
P 2.9872 -2.1750 -1.2843 0.762
H -0.2720 3.4238 -0.0852 0.100
H 1.1485 3.4641 1.0754 0.069
H 3.0843 2.0846 0.6317 0.132
H 2.2073 0.7765 1.3823 0.119
H 0.9554 0.0327 -1.4224 0.081
H -3.4550 -0.8857 2.0738 0.076
H -3.9889 -1.4022 0.5555 0.090
H -5.1018 -0.0721 1.3135 0.106
H 1.1839 -3.6716 -1.4504 -0.006
H 1.2200 -2.5897 -0.0182 0.012
H 2.0232 -4.1851 0.0043 -0.024
H -1.4224 1.7741 -0.7594 0.098
H -1.5109 0.5377 -1.9343 0.088
H -3.0282 1.5442 1.0786 0.114
H -3.6385 0.8535 -0.4530 0.120
H -1.0267 0.3878 0.9326 0.101
H -1.6605 -1.0649 0.1567 0.141
H 3.9544 0.4536 -0.6638 0.119
H 4.1384 -2.6483 -0.6440 -0.095
```

Its spin multiplicity is 3. Its total energy is -21904.0970 eV. As for the frontier orbital gap (alpha / beta): 0.2987 / 0.3127 Eh.

***

Record 7
Density functional theory data (wB97M-V/def2-TZVPD) for a 4-piece molecular cluster, C9H19N4O2P overall.

The geometry in XYZ format:
```
35
Properties=species:S:1:pos:R:3:lowdin_charge:R:1
C 1.9707 -0.1735 3.3496 -0.111
C 1.0907 0.0646 2.1338 -0.382
N 1.8936 0.3699 0.9326 -0.303
P 2.2445 -1.0371 -0.0191 0.884
C 3.9455 -0.5855 -0.6653 -0.435
O 3.9439 0.8084 -0.9375 -0.231
O 4.7557 1.0127 -2.1148 -0.042
H 2.5468 -1.0954 3.2628 0.055
H 2.6639 0.6586 3.4755 0.072
H 1.3539 -0.2446 4.2476 0.070
H 0.4249 -0.7971 1.9813 0.058
H 0.4430 0.9232 2.3248 0.098
H 1.3281 0.9524 0.3233 0.022
H 2.7127 -1.8502 1.0397 -0.057
H 4.7496 -0.8444 0.0285 0.077
H 4.1060 -1.1291 -1.5972 0.070
H 4.1270 1.4841 -2.6773 0.093
C -1.5766 2.2759 -2.7565 -0.073
C -1.1033 1.2579 -1.8307 -0.261
N -0.7976 0.4280 -1.0981 0.163
H -1.6474 1.8531 -3.7565 0.086
H -2.5666 2.6036 -2.4486 0.070
H -0.8921 3.1225 -2.7690 0.082
C -3.1903 -1.9762 -1.5551 -0.068
C -3.6690 -0.6755 -1.9953 -0.289
N -4.0513 0.3549 -2.3273 0.145
H -3.7278 -2.2757 -0.6567 0.080
H -3.3549 -2.7216 -2.3306 0.084
H -2.1266 -1.9122 -1.3257 0.066
C -2.7768 0.3124 1.5609 -0.069
C -2.2607 -1.0340 1.7708 -0.303
N -1.8452 -2.0940 1.9142 0.143
H -3.3130 0.3629 0.6142 0.058
H -3.4519 0.5820 2.3710 0.084
H -1.9494 1.0190 1.5307 0.065
```

Its total energy is -28981.0106 eV. As for the frontier orbital gap: 0.3077 Eh.

***

Record 8
Density functional theory data (wB97M-V/def2-TZVPD) for an isolated ion of composition C9H19N5O and charge +2 at a distorted geometry.

The geometry in XYZ format:
```
34
Properties=species:S:1:pos:R:3:lowdin_charge:R:1
N -2.1647 -2.7837 -1.1564 0.206
C -1.4331 -1.7453 -0.7097 -0.377
C -1.2432 -1.4837 0.7227 -0.066
C 0.0788 -0.9675 1.0833 -0.221
N 1.0975 -1.6584 0.3423 0.257
C 1.5005 -2.5418 -0.2911 -0.056
N 2.1290 -3.4509 -0.9310 0.242
N 0.1606 0.4365 0.5649 -0.098
C -0.7308 1.3036 1.4133 -0.097
C -0.9559 2.6546 0.7116 -0.134
C 0.3707 3.4015 0.4115 -0.180
C 1.3892 2.4733 -0.1967 -0.148
C 1.5198 1.0644 0.4282 -0.114
N -0.7089 -0.9641 -1.4406 0.004
O -0.8198 -1.1229 -2.8831 0.033
H -2.5326 -2.7935 -2.1147 0.139
H -2.9367 -2.9554 -0.4284 0.175
H -1.4182 -2.2860 1.3162 0.124
H -1.9719 -0.9100 1.1639 0.116
H 0.3615 -1.0655 2.2344 0.242
H 1.9725 -3.4469 -1.9500 0.171
H 2.9816 -4.0446 -0.5922 0.233
H -0.2800 0.1581 -0.5845 0.200
H -0.1951 1.5759 2.3126 0.142
H -1.6005 0.7652 1.7144 0.110
H -1.4758 3.4766 1.2172 0.136
H -1.3925 2.4150 -0.2652 0.119
H 0.1180 4.2031 -0.2197 0.106
H 0.7242 3.8920 1.3501 0.141
H 1.1578 2.3232 -1.2246 0.111
H 2.3938 2.8340 0.0096 0.132
H 2.2527 0.5214 -0.2234 0.141
H 2.0311 1.0397 1.3465 0.118
H -0.3794 -0.3181 -3.1311 0.094
```

Its charge is +2. Its total energy is -19119.3775 eV. As for the frontier orbital gap: 0.3485 Eh. The relative energy (zero: lowest compared OMol25 entry of this formula, charge and spin) comes out at 172.0 kJ/mol.